(1)
{"formula": "C13H19B3N2O5S", "method": "ωB97M-V with the def2-TZVPD basis set", "total_charge": 2, "energy_ev": -39861.27698, "gap_ev": 6.7, "species": ["H", "O", "H", "H", "C", "C", "H", "O", "H", "N", "H", "O", "O", "H", "C", "H", "H", "O", "H", "H", "C", "N", "H", "H", "C", "H", "H", "C", "C", "C", "B", "H", "C", "S", "B", "C", "B", "H", "C", "H", "H", "C", "C"], "coordinates": [[1.75667, -2.69446, 2.52654], [-1.63774, 8.35019, -3.28362], [1.31982, -6.88633, 4.23374], [-0.29392, -6.86331, 0.99415], [0.58017, -2.37666, 0.07816], [0.00723, -1.21431, 0.58450], [1.54353, 1.46516, -2.40253], [0.32996, 6.91967, -2.80578], [-0.42676, -1.18302, 1.57459], [0.50406, -0.06718, -1.42298], [-0.41830, -4.87911, -0.47987], [-0.22627, 5.88367, 0.22787], [-0.44716, 3.69393, 1.21324], [-2.71139, 5.61437, -2.13466], [1.09573, -2.34787, -1.21574], [-0.40809, 5.54410, 2.44907], [-0.27289, -7.33760, 3.58458], [-0.81689, 3.99882, -1.08383], [-1.41851, 6.28764, -4.12783], [1.79355, -4.76176, 3.88370], [1.28132, -3.58930, 2.14857], [0.74429, -5.86749, 2.48206], [-0.00170, 1.96720, -1.68170], [-0.45321, 0.84837, 0.16924], [-1.93766, 6.25921, -1.71095], [1.21894, -7.89520, 2.77348], [-0.00411, 0.98733, -3.16839], [0.08487, -4.80462, 0.47454], [-0.01941, -0.07370, -0.18874], [0.50798, 1.18207, -2.22977], [-1.21963, 3.39792, 0.11090], [-2.40700, 7.02856, -1.09787], [0.65215, -3.60811, 0.90746], [-1.07962, 7.05206, -3.05628], [-0.94599, 5.39250, -0.84346], [0.14217, -5.91681, 1.28216], [-0.33454, 5.09423, 1.35856], [1.44795, -1.10474, -2.94342], [1.31501, -4.73373, 2.91548], [-2.20062, 2.72474, 0.17756], [1.55469, -3.21999, -1.66117], [0.75379, -7.08612, 3.33043], [1.04755, -1.18032, -1.94195]], "forces_ev_per_angstrom": [[-0.0038, -0.0077, 0.0129], [-0.1171, -0.3138, -0.0245], [0.0081, 0.0138, -0.0059], [0.0069, -0.0154, 0.0371], [0.0209, 0.1507, -0.0694], [0.0378, -0.0504, 0.0745], [-0.0231, 0.0491, -0.0560], [-0.0449, -0.4909, -0.0551], [0.0032, 0.0187, -0.0032], [-0.0583, 0.0805, 0.0181], [-0.0065, -0.0044, 0.0078], [-1.2347, -0.2575, 0.4074], [-1.1675, 0.3644, 0.0677], [-0.0565, 0.1550, -0.0626], [-0.0091, -0.0943, -0.0286], [0.2714, 0.0962, -0.0360], [0.0076, -0.0231, 0.0058], [-1.5329, 0.2131, 0.4632], [0.0660, -0.1354, 0.1590], [-0.0133, -0.0447, 0.0073], [-0.0289, 0.0843, -0.0084], [0.0334, -0.0199, 0.0762], [0.0337, -0.0273, -0.0922], [0.0093, 0.0040, -0.0207], [0.0640, -0.5616, 0.2208], [-0.0070, -0.0117, 0.0109], [0.0199, 0.0330, -0.0158], [0.0092, 0.0068, -0.0934], [0.0358, -0.0679, 0.0320], [0.0526, -0.1395, 0.0430], [1.1684, 0.0910, -0.2552], [0.0440, 0.2036, -0.2017], [-0.0214, -0.1136, 0.1141], [0.1147, 1.1010, 0.0843], [1.2656, 0.0961, -0.8121], [-0.0132, 0.0504, -0.0551], [0.8469, -0.0861, 0.1785], [-0.0053, 0.0361, -0.0002], [-0.0091, 0.0469, -0.0383], [0.2145, -0.3891, -0.0649], [0.0048, 0.0086, -0.0029], [-0.0068, 0.0078, -0.0462], [0.0208, -0.0569, 0.0279]]}


(2)
{"formula": "C10H20Cl10", "method": "ωB97M-V with the def2-TZVPD basis set", "e_above_lowest_kcal_mol": 23.8, "smiles": "ClCCCl.ClCCCl.ClCCCl.ClCCCl.ClCCCl", "energy_ev": -135918.86815, "gap_ev": 11.0, "species": ["H", "C", "H", "H", "H", "H", "Cl", "C", "H", "H", "H", "C", "H", "Cl", "C", "H", "Cl", "Cl", "H", "C", "H", "Cl", "C", "H", "C", "Cl", "H", "Cl", "C", "H", "H", "Cl", "Cl", "Cl", "H", "H", "C", "H", "C", "H"], "coordinates": [[1.01110, 1.00234, -6.66060], [0.17549, 1.45418, -6.12610], [1.42252, 3.07994, -5.58848], [-0.03850, 3.14784, -4.63962], [-0.74248, 0.07955, 1.08525], [4.25826, -2.50097, -2.75040], [-1.89711, 4.51868, 2.34458], [-1.78134, -2.52338, 4.54796], [1.35229, -2.05420, -3.80232], [-0.90770, 4.52916, 4.51871], [-1.30725, -3.49998, 4.44995], [-1.40276, 2.39322, 4.02873], [-3.89736, -3.06586, 4.30703], [-1.71112, -1.88872, 2.86196], [-0.87866, 3.84778, 3.66843], [1.75348, -0.76076, -0.63762], [-0.35156, -1.87271, -0.76630], [1.59328, 1.64191, -3.71418], [0.92916, -0.45750, 1.66514], [3.27437, -2.94815, -2.89215], [-1.16228, -1.96089, 5.24687], [-3.88703, -1.01477, 5.39903], [-3.21616, -2.69010, 5.07050], [-0.41652, 1.94578, -6.89807], [2.41674, -1.90952, -3.61764], [0.86656, 1.80115, 1.04345], [0.15941, 3.91523, 3.34292], [-0.83575, 0.22819, -5.36293], [0.71468, 2.46499, -5.03269], [0.54841, 0.33552, -1.23289], [-1.43713, 1.78583, 3.12430], [-2.96583, 2.32781, 4.92010], [2.89591, -1.54857, -5.28770], [2.47415, -3.23081, -1.29159], [3.22912, -3.85885, -3.48938], [2.51906, -1.04404, -2.96299], [0.33840, 0.11323, 0.94865], [-3.16596, -3.26857, 5.99297], [0.72727, -0.42994, -0.47779], [-0.65723, 1.91598, 4.66475]], "forces_ev_per_angstrom": [[0.0218, -0.2845, 0.4087], [0.5127, 0.9329, 1.0152], [0.2332, 0.0573, 0.2954], [-0.1181, -0.5002, 0.1896], [0.3223, -0.1108, 0.1099], [-0.0029, -0.5523, 0.0588], [0.2428, 0.0298, 0.3021], [-0.3324, -0.8757, -0.1984], [0.1017, -0.7761, 0.9369], [-0.5325, -0.1388, 0.0363], [-0.1762, -0.1236, 0.1348], [1.3095, 1.0425, -0.1495], [0.2749, -0.4185, 0.2879], [-0.0519, 0.1489, 0.6412], [-0.9799, -0.7782, 0.3718], [-0.1000, -0.0414, 0.6479], [0.2246, 0.7159, -0.0479], [-0.2302, 0.2927, -0.2513], [-0.5766, 0.0866, 0.2737], [-1.3590, 0.0746, -0.9266], [-0.1910, 0.3972, -0.3367], [0.2411, -0.8261, 0.1797], [0.6031, 1.4639, -0.5665], [-0.0951, 0.3092, 0.3408], [-0.4474, 0.8179, 0.6479], [0.1235, 0.4354, 0.1820], [-0.1259, -0.7484, -0.2635], [-0.1848, -0.3724, -0.0931], [-0.1022, -0.4603, -1.8213], [-0.4510, -0.1941, -0.0157], [-0.4497, 0.1856, 0.0411], [0.6221, 0.3592, -0.5493], [0.8464, 0.0753, -0.1420], [0.8271, -0.2405, -0.6117], [0.5723, -0.1826, 0.4935], [-0.1714, 0.5409, -0.6178], [1.1740, -0.7437, -1.6330], [-0.3933, 0.1062, -0.0915], [-1.1000, 0.1867, 0.5353], [-0.0817, 0.1094, 0.1852]]}


(3)
{"formula": "C26H42BeCl2F10N6O6PS2", "method": "ωB97M-V with the def2-TZVPD basis set", "total_charge": -1, "energy_ev": -132424.78469, "gap_ev": 1.6, "species": ["C", "C", "O", "F", "C", "F", "C", "H", "H", "C", "N", "F", "H", "F", "F", "H", "N", "C", "H", "C", "H", "O", "H", "C", "C", "C", "C", "H", "O", "H", "H", "H", "H", "H", "H", "H", "P", "C", "H", "F", "H", "H", "H", "C", "H", "F", "H", "Cl", "C", "N", "H", "S", "S", "C", "H", "C", "H", "C", "C", "Be", "H", "H", "C", "F", "H", "O", "H", "N", "H", "F", "O", "H", "H", "H", "C", "Cl", "H", "H", "H", "H", "H", "O", "C", "C", "H", "C", "C", "N", "C", "C", "H", "F", "N", "H", "H", "H"], "coordinates": [[-0.46208, -2.74826, -1.96312], [-1.49612, -4.00681, 0.22881], [-4.61267, -5.28689, 8.54247], [3.46369, -4.07862, -0.26514], [0.56699, -0.73352, -8.71364], [-3.93487, -8.01351, 1.27404], [-0.59063, -0.83925, -7.74119], [-0.60458, -2.28732, -2.99698], [0.47245, 2.08459, -5.03090], [-6.17275, -3.60272, 5.53980], [0.31734, 4.42221, -3.36591], [4.00940, 6.27683, 0.57200], [3.29100, 1.82388, -4.03167], [-3.84586, -3.70183, 0.88648], [-3.06402, -5.91258, 0.65941], [-1.59609, 5.41929, -3.36296], [-3.57103, -1.08057, 4.55133], [-1.14792, 4.43038, -3.24051], [0.33613, 0.54576, -1.45897], [3.75448, 4.19318, -2.54211], [-4.31275, -4.02263, 3.48713], [1.72186, 5.92912, 1.00062], [-5.02238, -2.89205, 2.33086], [2.24458, 0.10932, 2.36253], [1.10846, -3.50837, 0.14866], [3.24761, 0.98427, 1.53602], [-6.27150, -3.27977, 4.05293], [1.36998, -2.02036, 2.58651], [5.25201, 4.73503, 3.82190], [-5.69587, -2.79265, 6.09756], [2.39765, 2.83562, -5.21292], [-5.59752, -4.51933, 5.70388], [-3.83367, -3.64782, 7.60464], [4.44014, -1.80424, -0.71466], [0.07771, 6.52606, -3.77520], [-6.81287, -4.08564, 3.54834], [1.23854, 3.32450, -2.32370], [-2.73311, -4.59980, 1.07516], [3.42619, 4.86028, -1.73918], [2.73332, -4.06660, 2.01330], [3.35144, 2.09564, 1.76140], [-1.47217, 4.06017, -2.26566], [-7.16863, -3.74577, 5.96540], [0.84940, 5.77260, -3.59358], [-2.77683, -4.40526, 8.82558], [2.80017, 1.71403, 3.89755], [1.82518, -2.37822, -1.80836], [-0.06092, -1.35355, -6.12007], [3.09277, 2.84570, -4.37346], [2.92871, -2.01386, 0.91744], [1.26620, 0.70877, -4.19486], [4.81308, 6.03299, 3.36388], [2.99961, 5.53746, 1.56027], [4.07302, 0.27158, 0.40500], [-1.11792, 0.11122, -7.63916], [3.87446, -1.26317, 0.12741], [-2.71389, -3.23629, -1.68379], [2.14046, -1.38298, 1.99068], [2.62682, -3.47569, 0.70931], [0.34051, -1.18551, 3.74440], [-1.17124, 0.58385, -2.38784], [1.44050, 6.12210, -2.74535], [-1.69564, -3.33325, -1.17634], [4.79208, 6.84269, 4.74284], [1.15543, -1.65240, -8.73884], [2.03940, 2.40543, -1.38174], [4.33016, 3.37700, -2.09150], [3.29826, 6.18447, 2.95865], [-1.58248, 3.79505, -4.01715], [-2.36119, -4.59843, 2.46818], [3.33142, 4.14520, 1.36357], [0.04848, -4.60278, 1.93763], [1.48011, 5.77141, -4.48754], [-1.30349, -1.58760, -8.09297], [0.40210, 1.38082, -4.19967], [1.66105, 0.61342, -8.31201], [1.57641, 0.50745, 3.20967], [4.80486, 0.91795, -0.20727], [0.18808, -0.54408, -9.72011], [-4.20277, -3.43091, 9.34050], [4.02256, 3.23703, -4.79999], [5.77773, 6.80643, 2.61324], [-4.90211, -3.10791, 3.39194], [-4.15858, -1.97430, 4.04112], [-6.86268, -2.36664, 3.92620], [-0.39038, 1.20947, -1.94970], [-0.08493, -4.11141, 0.92035], [2.60386, 3.69286, -3.30444], [0.91512, -2.83221, -1.26309], [-3.80881, -4.12789, 8.58219], [-4.57341, -5.69183, 9.41945], [-6.00320, -2.83640, 9.06770], [0.24552, 2.07117, -2.93825], [-0.87600, 1.81592, -1.18085], [-0.48113, 0.77772, -4.43748], [4.42187, 4.77803, -3.18347]], "forces_ev_per_angstrom": [[0.4214, -2.0215, 4.4466], [2.2452, 1.1349, -1.0946], [0.4021, 0.0908, 0.0617], [-1.2070, 1.5355, 2.7810], [-0.1173, -0.1231, -0.0820], [-0.0836, -0.2129, 0.0972], [-0.1415, 0.0228, -0.2475], [0.3288, -0.6946, 1.7541], [0.2913, 0.0089, 0.0329], [-0.0346, -0.0036, 0.0102], [-0.5140, 1.3310, 2.5756], [0.1434, 0.0033, 0.0796], [0.0371, -0.1892, -0.0897], [2.5517, -2.6761, 0.3332], [0.6913, 4.1672, 1.4725], [0.3588, 0.0217, 0.0721], [-1.8485, -3.0308, -1.7712], [-0.5885, -0.3494, 0.0687], [-0.0921, -0.0231, 0.1094], [-0.3082, 0.0517, 0.3568], [-0.0406, 0.2046, 0.0717], [0.7483, -0.0181, 1.1800], [0.0822, 0.1388, 0.3258], [1.9497, -3.0635, -3.3165], [-2.7226, -0.1675, -1.4369], [-0.1851, -3.5818, -1.1714], [-0.2395, -0.0459, 0.3704], [1.5963, 0.2299, -1.5359], [-0.8903, 0.6705, -0.8939], [-0.0576, -0.0759, 0.0018], [-0.0940, -0.2515, 0.0490], [-0.0715, 0.0616, 0.0306], [-0.1268, -0.0608, 0.1582], [-1.1320, 0.7955, 1.6569], [-0.1650, -0.3429, 0.2122], [0.1500, 0.0844, -0.1133], [2.5884, -4.3625, -4.9394], [0.5466, -0.0293, -0.7789], [0.0946, -0.1605, 0.0441], [0.1313, 0.8153, -3.2465], [-0.2201, -1.4279, -0.3255], [-0.0891, -0.0448, -0.1986], [0.1488, -0.0141, 0.0330], [0.5888, 0.5191, -0.3512], [0.1924, 0.1839, 0.2271], [-0.3370, -0.6698, -0.0026], [-1.6119, -0.8745, 1.0750], [0.0471, -0.1113, -0.0531], [-0.5490, 0.0370, -0.2385], [1.1658, 2.2591, 0.6678], [0.0976, -0.0670, -0.2050], [3.5700, -0.1049, 2.1881], [-1.6059, -0.6043, -2.1407], [-2.5510, -1.8885, 2.0510], [0.1740, -0.0822, 0.0372], [-0.8403, 3.0207, 1.8497], [1.5349, -0.3512, 1.1428], [1.5310, 3.7150, -0.7951], [-2.1256, -0.2642, -0.3736], [-0.5225, 0.5613, 0.6172], [0.0313, 0.1622, -0.2762], [0.0368, 0.0653, -0.1808], [3.4185, -0.2176, 1.3468], [-0.8163, 0.0635, -0.3035], [-0.0609, 0.1381, 0.1089], [-1.7252, 2.3099, 2.3517], [0.0362, 0.0433, 0.1232], [-0.1040, -0.2732, -0.8583], [0.0511, -0.1045, 0.1233], [-1.2729, -0.2131, -3.3500], [0.2310, 0.6772, 0.6103], [-0.2790, 0.7298, -1.6480], [0.1032, -0.1131, 0.2229], [0.1300, 0.0280, -0.0018], [-0.1938, 0.5685, -0.1987], [0.0125, -0.0153, 0.0522], [1.0682, 0.1442, -0.8439], [-1.3576, -1.4465, 1.0314], [-0.0392, 0.0147, 0.1371], [-0.4415, 0.5062, 0.1217], [-0.0378, 0.1649, 0.3655], [-1.2160, -0.5631, -0.0932], [-0.1404, 0.8014, 0.6163], [1.6932, 2.1047, 1.0764], [0.0911, -0.0633, -0.1014], [0.5497, 0.1204, 0.4367], [-0.2071, 1.9256, -3.8930], [1.4876, 1.4679, -0.5172], [-2.4783, -1.0388, 1.0038], [-0.2524, -0.7925, -0.5719], [-0.1255, 0.0592, -0.2225], [0.3866, 0.0295, 0.1106], [-1.8410, -0.8444, 0.0065], [0.1107, -0.1048, 0.1384], [0.0144, 0.0858, 0.3659], [-0.1596, -0.0952, -0.1284]]}